1.
ORCA calculation (ωB97M-V/def2-TZVPD) on a molecular structure, C22H49N2P3PbS2 in a non-equilibrium geometry.

The calculation puts the LUMO energy at -11.02 eV. Its energy above the lowest of the compared OMol25 structures with the same formula, charge and spin is 0.360 eV. As for the gap between HOMO and LUMO: 6.30 eV. The calculation puts the energy at -81333.9722 eV. As for the highest occupied orbital energy: -0.6367 Eh.

```
! wB97M-V def2-TZVPD RIJCOSX def2/J DEFGRID3
* xyz 4 1
Pb 0.24 -3.39 -2.73
P -1.03 2.28 2.16
P -2.32 -1.03 -1.31
P 2.88 1.03 -0.87
H 0.64 -2.67 -7.81
C 1.61 -2.81 -7.34
C 1.88 -3.78 -6.46
H 1.14 -4.53 -6.18
C -0.98 2.58 0.41
C -2.68 2.43 2.84
C 0.18 3.26 3.04
C -3.03 -2.46 -2.22
C -3.22 -1.27 0.29
C -3.39 0.29 -2.04
C 4.33 0.35 -1.67
C 2.90 0.68 0.89
C 2.67 2.79 -1.19
H 2.41 -2.11 -7.66
H 2.88 -3.90 -6.04
H -1.30 3.62 0.26
H -1.68 1.91 -0.11
H 0.02 2.45 -0.01
H -2.73 3.31 3.49
H -3.00 1.54 3.41
H -3.38 2.55 2.00
H -0.20 4.28 3.13
H 1.13 3.29 2.51
H 0.36 2.86 4.05
H -4.10 -2.28 -2.38
H -2.91 -3.37 -1.61
H -2.55 -2.58 -3.21
H -4.16 -0.71 0.32
H -2.58 -0.94 1.13
H -3.44 -2.34 0.41
H -4.29 -0.15 -2.48
H -2.81 0.79 -2.83
H -3.68 1.04 -1.29
H 5.13 1.10 -1.73
H 4.05 0.06 -2.69
H 4.65 -0.53 -1.11
H 3.58 1.35 1.46
H 3.27 -0.35 1.01
H 1.90 0.73 1.33
H 3.64 3.30 -1.34
H 2.14 3.31 -0.37
H 2.08 2.89 -2.11
C 1.12 -1.44 -4.62
C 1.16 -0.29 -5.41
C -0.03 0.15 -5.99
C -1.20 -0.61 -5.85
C -1.19 -1.86 -5.26
C 0.03 -2.42 -4.83
S 2.34 -1.74 -3.45
H 1.94 0.17 -1.46
H 2.12 0.24 -5.54
H -0.03 1.10 -6.54
H -2.13 -0.24 -6.28
H -2.09 -2.49 -5.26
H 0.25 -3.50 -5.05
C 1.57 0.98 6.41
C 0.08 0.77 6.44
N -0.54 0.68 5.09
C -0.06 -0.04 4.08
S -0.57 0.20 2.41
N 0.81 -1.06 4.32
C 0.56 -2.08 5.41
C -0.88 -2.47 5.61
H 2.08 0.21 5.82
H 1.97 0.93 7.43
H 1.81 1.95 5.98
H -0.17 -0.15 6.98
H -0.44 1.59 6.96
H -1.32 1.30 4.88
H 1.20 -1.47 3.46
H 1.14 -2.95 5.09
H 0.99 -1.69 6.33
H -1.33 -2.86 4.70
H -0.94 -3.27 6.36
H -1.51 -1.64 5.96
*
```

Results of the Mulliken charge analysis, in e, for atoms 1 through 5: 0.87, 1.26, 0.70, 1.06, 0.29

***

2.
ORCA calculation (ωB97M-V/def2-TZVPD) on C7H15B in the gas phase in a non-equilibrium geometry.

The calculation puts the LUMO energy at 0.69 eV. Its energy above the lowest of the compared OMol25 structures with the same formula, charge and spin is 0.647 eV. As for the gap between HOMO and LUMO: 9.14 eV. Its SMILES is CB(C)C(C)=C(C)C. The calculation puts the energy at -8178.3734 eV. As for the highest occupied orbital energy: -0.3104 Eh.

```
! wB97M-V def2-TZVPD RIJCOSX def2/J DEFGRID3
* xyz 0 1
C -1.67 -1.44 1.02
B -1.22 -0.02 0.46
C -2.38 1.06 0.18
C 0.36 0.20 0.34
C 0.95 0.87 1.55
C 1.10 -0.10 -0.73
C 0.49 -0.72 -1.96
C 2.57 0.20 -0.85
H -1.45 -2.22 0.30
H -2.73 -1.51 1.27
H -1.10 -1.70 1.91
H -2.06 1.92 -0.40
H -2.75 1.42 1.14
H -3.23 0.60 -0.32
H 0.88 1.96 1.44
H 1.99 0.61 1.70
H 0.39 0.60 2.45
H 1.03 -1.62 -2.25
H -0.55 -0.97 -1.80
H 0.55 -0.02 -2.80
H 3.00 -0.32 -1.70
H 3.12 -0.09 0.05
H 2.71 1.27 -1.00
*
```

Results of the natural (NBO) charge analysis, in e, for atoms 1 through 5: -1.02, 0.94, -1.01, -0.35, -0.63

***

3.
ORCA calculation (ωB97M-V/def2-TZVPD) on C5H7N3O3S in the gas phase in a non-equilibrium geometry.

The calculation puts the LUMO energy (spin up / spin down) at -1.89 / -1.89 eV. Its energy above the lowest of the compared OMol25 structures with the same formula, charge and spin is 5.758 eV. As for the gap between HOMO and LUMO (spin up / spin down): 7.85 / 7.85 eV. Its SMILES is N#CC(=S)COCCN[N+](=O)[O-]. The calculation puts the energy at -26740.3473 eV. As for the highest occupied orbital energy (spin up / spin down): -0.3580 / -0.3580 Eh.

```
! wB97M-V def2-TZVPD RIJCOSX def2/J DEFGRID3
* xyz 0 1
N 4.71 0.47 0.44
C 3.54 0.43 0.27
C 2.19 0.42 0.07
S 1.43 1.87 0.14
C 1.69 -1.02 -0.29
O 0.34 -1.13 -0.52
C -0.67 -1.04 0.56
C -1.92 -0.53 -0.12
N -1.74 0.72 -0.79
N -2.12 1.86 -0.13
O -2.85 1.63 0.80
O -1.80 2.96 -0.48
H 2.16 -1.55 -1.23
H 2.16 -1.79 0.44
H -0.43 -0.31 1.38
H -0.64 -2.00 1.12
H -2.31 -1.39 -0.82
H -2.61 -0.35 0.73
H -1.14 0.75 -1.60
*
```

Results of the natural (NBO) charge analysis, in e, for atoms 1 through 5: -0.22, 0.18, -0.24, 0.19, -0.12

***

4.
ORCA calculation (ωB97M-V/def2-TZVPD) on 2 unconnected molecules or ions with the total composition C2H8NOS in a non-equilibrium geometry.

The calculation puts the LUMO energy at 4.05 eV. Its energy above the lowest of the compared OMol25 structures with the same formula, charge and spin is 0.906 eV. As for the gap between HOMO and LUMO: 6.76 eV. The calculation puts the energy at -16576.9225 eV. As for the highest occupied orbital energy: -0.0995 Eh.

```
! wB97M-V def2-TZVPD RIJCOSX def2/J DEFGRID3
* xyz -1 1
C 2.31 1.64 0.22
S 1.21 0.71 1.32
H 1.78 1.90 -0.70
H 2.68 2.60 0.59
H 3.19 1.09 -0.13
N -1.63 -0.11 0.08
C -1.70 -1.47 -0.35
O -0.43 -1.96 -0.69
H -2.39 0.20 0.64
H -0.75 0.41 0.23
H -2.16 -2.13 0.42
H -2.33 -1.57 -1.26
H 0.22 -1.31 -0.38
*
```

Results of the natural (NBO) charge analysis, in e, for atoms 1 through 5: -0.74, -0.69, 0.17, 0.17, 0.17

***

5.
ORCA calculation (ωB97M-V/def2-TZVPD) on 2 unconnected molecules or ions with the total composition C31H36N4O2 in a non-equilibrium geometry.

The calculation puts the LUMO energy at -2.09 eV. Its energy above the lowest of the compared OMol25 structures with the same formula, charge and spin is 1.145 eV. As for the gap between HOMO and LUMO: 5.22 eV. The calculation puts the energy at -42783.3443 eV. As for the highest occupied orbital energy: -0.2687 Eh.

```
! wB97M-V def2-TZVPD RIJCOSX def2/J DEFGRID3
* xyz 0 1
C -0.03 -4.96 1.24
C -1.54 -4.96 1.23
C -1.92 -3.45 1.17
O -3.08 -3.04 1.11
N -0.79 -2.65 1.16
C 0.35 -3.45 1.19
O 1.51 -3.05 1.17
H 0.33 -5.44 2.17
H 0.33 -5.48 0.34
H -1.89 -5.49 0.33
H -1.91 -5.43 2.16
C -0.72 3.04 7.29
N -1.09 1.76 6.72
C -1.38 0.73 7.70
C -1.01 1.49 5.37
C -2.00 0.71 4.73
C -1.88 0.43 3.38
C -0.74 0.83 2.63
C -0.61 0.46 1.25
C 0.42 0.90 0.43
C 0.50 0.73 -0.97
C 1.73 1.08 -1.69
C 2.99 0.79 -1.12
C 4.15 1.11 -1.78
C 4.10 1.81 -3.00
N 5.28 2.14 -3.67
C 5.83 1.33 -4.73
C 6.02 3.35 -3.42
C 2.86 2.14 -3.55
C 1.70 1.75 -2.94
C -0.63 0.20 -1.73
C -1.95 0.66 -1.54
C -2.97 0.14 -2.30
C -2.72 -0.92 -3.18
N -3.77 -1.49 -3.89
C -4.14 -1.07 -5.23
C -4.58 -2.57 -3.39
C -1.42 -1.42 -3.33
C -0.38 -0.85 -2.65
C 0.26 1.59 3.31
C 0.10 1.95 4.63
H -0.57 3.75 6.48
H -1.55 3.36 7.95
H 0.20 2.94 7.90
H -1.54 -0.22 7.18
H -0.52 0.65 8.40
H -2.27 1.03 8.27
H -2.84 0.38 5.33
H -2.67 -0.13 2.88
H -1.35 -0.26 0.87
H 1.27 1.42 0.89
H 3.03 0.28 -0.15
H 5.13 0.86 -1.40
H 5.20 0.45 -4.86
H 5.89 1.92 -5.66
H 6.86 1.03 -4.44
H 5.52 3.92 -2.63
H 7.05 3.08 -3.12
H 6.07 3.95 -4.35
H 2.87 2.73 -4.46
H 0.74 2.02 -3.38
H -2.14 1.44 -0.79
H -3.98 0.52 -2.23
H -3.47 -0.26 -5.54
H -4.06 -1.93 -5.91
H -5.19 -0.73 -5.21
H -4.24 -2.84 -2.38
H -5.64 -2.24 -3.37
H -4.49 -3.43 -4.08
H -1.27 -2.27 -3.99
H 0.63 -1.24 -2.76
H 1.17 1.86 2.80
H 0.87 2.52 5.16
*
```

Results of the Mulliken charge analysis, in e, for atoms 1 through 5: -0.29, -0.40, 0.15, -0.72, 0.06

***

6.
ORCA calculation (ωB97M-V/def2-TZVPD) on 2 unconnected molecules or ions with the total composition C10H11FN2 in a non-equilibrium geometry.

The calculation puts the LUMO energy at 0.88 eV. Its energy above the lowest of the compared OMol25 structures with the same formula, charge and spin is 5.200 eV. As for the gap between HOMO and LUMO: 9.56 eV. Its SMILES is CC1=N[C@@H]1c1ccccc1.C=NF. The calculation puts the energy at -16240.1758 eV. As for the highest occupied orbital energy: -0.3190 Eh.

```
! wB97M-V def2-TZVPD RIJCOSX def2/J DEFGRID3
* xyz 0 1
C 2.86 1.57 0.31
C 1.36 1.32 0.37
N 0.45 1.22 1.25
C -0.02 1.39 -0.13
C -0.49 0.12 -0.95
C -0.10 -1.19 -0.72
C -0.53 -2.19 -1.55
C -1.57 -1.91 -2.41
C -2.17 -0.64 -2.61
C -1.46 0.31 -1.91
H 3.19 0.57 0.63
H 3.25 2.20 1.04
H 3.20 1.82 -0.69
H -0.45 2.48 -0.36
H 0.63 -1.49 0.04
H -0.34 -3.22 -1.35
H -1.99 -2.87 -2.87
H -2.94 -0.49 -3.34
H -1.63 1.31 -2.02
C -0.73 -0.12 3.39
N 0.16 0.69 3.72
F 1.40 0.11 3.81
H -0.35 -1.16 3.05
H -1.73 0.19 3.30
*
```

Results of the natural (NBO) charge analysis, in e, for atoms 1 through 5: -0.67, 0.28, -0.36, -0.14, -0.06